Record 1
C12H23N2O4 | ωB97M-V with the def2-TZVPD basis set

max |F|	0.0177	hartree/bohr
energy	-881.5645	Eh
energy relative to the best compared isomer or geometry (same formula, charge and spin)	5.5	kJ/mol
charge	-1
HOMO level	-4.69	eV

Each line ends with the natural charge from an NBO analysis.
CARTESIAN COORDINATES (ANGSTROEM)
C1 -3.99 0.72 -1.84  -0.605
C2 -2.66 1.48 -1.73  -0.407
C3 -1.49 0.99 -2.61  -0.239
C4 -1.91 0.31 -3.92  -0.610
C5 -0.43 0.19 -1.81  -0.152
N1 -0.99 -0.60 -0.71  -0.645
C6 -1.68 -1.82 -1.13  -0.312
C7 -2.90 -2.11 -0.28  0.134
N2 -3.08 -1.73 0.91  -0.630
C8 0.60 1.21 -1.22  0.763
O1 0.72 1.24 0.02  -0.796
O2 1.21 1.87 -2.08  -0.776
H1 -4.60 0.90 -0.96  0.207
H2 -3.85 -0.35 -1.98  0.191
H3 -4.57 1.08 -2.70  0.187
H4 -2.86 2.52 -1.98  0.188
H5 -2.35 1.47 -0.69  0.235
H6 -0.95 1.88 -2.92  0.244
H7 -2.67 -0.46 -3.80  0.185
H8 -1.04 -0.18 -4.35  0.206
H9 -2.24 1.05 -4.65  0.197
H10 0.16 -0.44 -2.49  0.168
H11 -0.21 -0.88 -0.12  0.385
H12 -1.96 -1.82 -2.18  0.197
H13 -1.02 -2.69 -1.01  0.196
H14 -3.68 -2.73 -0.74  0.146
H15 -2.31 -1.11 1.17  0.347
O3 3.43 -2.10 1.46  -0.579
C9 3.61 -1.11 2.11  0.799
O4 3.99 -1.26 3.41  -0.524
C10 4.40 -0.17 4.22  -0.065
C11 3.23 0.52 4.89  -0.637
C12 3.35 0.28 1.59  -0.755
H16 5.01 0.53 3.64  0.173
H17 5.06 -0.61 4.97  0.182
H18 2.56 0.96 4.17  0.224
H19 3.59 1.30 5.56  0.206
H20 2.66 -0.21 5.48  0.213
H21 2.32 0.57 1.78  0.290
H22 3.48 0.28 0.51  0.265
H23 4.02 1.03 2.00  0.203

Record 2
C5H7N4 | ωB97M-V with the def2-TZVPD basis set

max |F|	0.1268	hartree/bohr
energy	-413.3648	Eh
energy relative to the best compared isomer or geometry (same formula, charge and spin)	264.2	kJ/mol
charge	+1
HOMO level	-13.56	eV

Each line ends with the natural charge from an NBO analysis.
CARTESIAN COORDINATES (ANGSTROEM)
C1 -0.61 -1.42 1.89  -0.303
C2 0.28 -2.15 1.19  -0.041
C3 -0.49 -0.09 1.34  -0.043
C4 -1.00 1.21 -2.42  0.166
C5 0.49 1.72 -0.72  0.773
N1 0.73 -1.39 0.15  -0.319
N2 -0.63 1.54 -1.24  -0.476
N3 0.31 -0.17 0.30  -0.297
N4 1.55 2.20 -0.35  -0.548
H1 -1.25 -1.66 2.77  0.259
H2 0.48 -3.18 1.47  0.254
H3 -1.02 0.72 1.77  0.233
H4 -0.44 1.44 -3.40  0.221
H5 -1.99 0.77 -2.40  0.217
H6 2.29 1.94 0.34  0.473
H7 1.29 -1.50 -0.69  0.430

Record 3
C4H10O2 | ωB97M-V with the def2-TZVPD basis set

max |F|	0.0066	hartree/bohr
energy	-308.8815	Eh
energy relative to the best compared isomer or geometry (same formula, charge and spin)	43.8	kJ/mol
SMILES	CC(C)(O)CO
HOMO level	-10.07	eV

Each line ends with the natural charge from an NBO analysis.
CARTESIAN COORDINATES (ANGSTROEM)
C1 -1.29 -1.01 -0.35  -0.618
C2 -0.23 -0.07 0.21  0.213
C3 -0.67 1.39 0.09  -0.634
O1 -0.05 -0.41 1.58  -0.726
C4 1.10 -0.30 -0.51  -0.083
O2 2.12 0.36 0.24  -0.740
H1 -1.01 -2.05 -0.15  0.217
H2 -2.25 -0.82 0.14  0.221
H3 -1.41 -0.87 -1.43  0.208
H4 -0.92 1.65 -0.95  0.206
H5 -1.56 1.55 0.71  0.218
H6 0.11 2.07 0.43  0.219
H7 0.80 0.01 1.81  0.480
H8 1.30 -1.38 -0.55  0.172
H9 1.06 0.09 -1.53  0.169
H10 2.90 -0.20 0.26  0.480

Record 4
C39H41BN12O6S2W | ωB97M-V with the def2-TZVPD basis set

max |F|	0.0309	hartree/bohr
multiplicity	2
energy	-3506.5453	Eh
energy relative to the best compared isomer or geometry (same formula, charge and spin)	84.3	kJ/mol
charge	+3
HOMO level (alpha / beta)	-16.05 / -16.08	eV

Each line ends with the Löwdin spin population.
CARTESIAN COORDINATES (ANGSTROEM)
W1 -0.21 0.09 0.75  0.872
C1 2.84 -1.46 -2.84  0.000
N1 1.58 -0.70 -2.62  0.001
C2 1.86 0.72 -2.26  0.001
C3 0.73 1.70 -2.06  0.002
N2 0.29 1.95 -0.64  0.001
C4 -1.00 2.73 -0.79  0.001
C5 1.25 2.89 0.02  0.001
C6 1.57 4.11 -0.57  0.000
C7 2.42 5.00 0.06  -0.002
C8 2.96 4.68 1.29  0.001
C9 2.64 3.49 1.90  -0.002
C10 1.78 2.59 1.27  0.011
S1 1.45 1.08 2.11  -0.005
C11 0.46 -1.24 -2.94  0.000
C12 0.33 -2.50 -3.64  0.000
C13 -0.80 -3.22 -3.73  0.001
C14 -2.16 -3.00 -3.12  0.001
C15 -3.28 -1.81 -1.67  0.001
C16 -1.03 -0.99 -1.01  0.013
S2 -2.78 -0.43 -0.65  0.008
H1 3.15 -1.37 -3.88  0.000
H2 2.69 -2.50 -2.56  0.000
H3 3.60 -1.02 -2.20  0.000
H4 2.47 1.07 -3.10  0.000
H5 2.51 0.70 -1.39  0.000
H6 -0.15 1.46 -2.64  0.000
H7 1.09 2.65 -2.45  0.000
H8 -0.88 3.47 -1.58  0.000
H9 -1.22 3.25 0.13  0.000
H10 -1.82 2.06 -1.05  0.001
H11 1.14 4.40 -1.53  0.000
H12 2.65 5.94 -0.42  0.000
H13 3.63 5.38 1.79  0.000
H14 3.05 3.24 2.87  0.000
H15 1.21 -2.88 -4.14  0.000
H16 -0.71 -4.14 -4.29  0.000
H17 -2.86 -3.74 -3.49  0.000
H18 -4.32 -2.09 -1.50  0.000
C17 3.78 -0.13 0.58  0.000
C18 2.83 -1.28 0.54  0.001
C19 3.26 -2.59 0.57  -0.001
C20 2.13 -3.38 0.44  -0.001
N3 1.08 -2.59 0.31  0.005
N4 1.45 -1.27 0.37  -0.001
B1 -0.40 -3.10 0.22  0.003
N5 -1.04 -2.39 -0.95  0.015
C21 -2.22 -2.94 -1.55  0.002
C22 -2.93 -1.58 -3.15  0.001
C23 -1.75 -0.76 -3.42  -0.001
C24 -1.52 -0.28 -4.79  0.000
N6 -0.79 -0.67 -2.50  -0.001
N7 -1.08 -2.67 1.57  0.012
C25 -1.89 -3.31 2.40  0.011
C26 -2.14 -2.52 3.51  0.006
C27 -1.44 -1.35 3.29  0.004
C28 -1.34 -0.18 4.21  0.001
N8 -0.80 -1.43 2.09  0.023
N9 -0.40 -4.58 0.01  0.000
C29 -0.24 -5.62 0.88  0.000
C30 -0.04 -6.76 0.14  0.000
C31 -0.07 -6.33 -1.20  0.000
C32 0.11 -7.16 -2.43  0.000
N10 -0.28 -5.02 -1.28  0.000
H19 4.62 -0.34 -0.08  0.000
H20 4.19 -0.03 1.59  0.000
H21 3.36 0.84 0.31  0.000
H22 4.28 -2.92 0.68  0.000
H23 2.03 -4.45 0.43  0.000
H24 -2.51 -3.88 -1.10  0.000
H25 -3.73 -1.47 -3.88  0.000
H26 -1.76 -1.05 -5.52  0.000
H27 -0.51 0.09 -4.95  0.000
H28 -2.24 0.53 -4.96  0.000
H29 -2.25 -4.31 2.17  0.001
H30 -2.74 -2.76 4.37  0.000
H31 -1.21 -0.55 5.23  0.000
H32 -2.26 0.41 4.20  0.000
H33 -0.50 0.46 3.97  0.000
H34 -0.25 -5.49 1.95  0.000
H35 0.10 -7.76 0.51  0.000
H36 -0.05 -8.22 -2.21  0.000
H37 1.12 -7.06 -2.82  0.000
H38 -0.59 -6.87 -3.21  0.000
O1 -3.71 1.60 1.18  0.001
C33 -2.71 1.91 1.75  0.002
O2 -1.52 1.19 1.46  0.015
C34 -2.57 2.95 2.78  0.000
C35 -1.34 3.27 3.35  0.000
C36 -1.29 4.26 4.30  0.000
C37 -2.41 4.97 4.70  0.000
C38 -3.61 4.64 4.10  0.000
C39 -3.72 3.64 3.15  0.000
N11 -4.83 5.38 4.50  0.000
O3 -5.84 5.11 3.89  0.000
O4 -4.71 6.17 5.40  0.000
N12 0.02 4.57 4.91  0.000
O5 0.98 3.95 4.49  0.000
O6 0.05 5.40 5.78  0.000
H39 -0.43 2.76 3.07  -0.001
H40 -2.35 5.74 5.46  0.000
H41 -4.68 3.42 2.72  0.000